P) 10
Properties=species:S:1:pos:R:3 method="wB97M-V/def2-TZVPD" lumo_ev=-0.58 smiles="O/N=c1/nnon1O"
O -2.509 -0.109 -0.416
O 1.781 0.086 -0.739
O 0.586 1.497 0.515
N -1.478 -0.886 0.079
N 1.893 -1.008 -0.200
N 0.844 -1.551 0.371
N 0.443 0.619 -0.614
C -0.284 -0.523 0.067
H 0.952 0.969 1.357
H -2.228 0.905 -0.420

---

Q) 10
Properties=species:S:1:pos:R:3 method="wB97M-V/def2-TZVPD" lumo_ev="-0.32 / -0.32"
O -0.504 1.251 2.929
O -2.179 1.251 1.519
O 0.578 -0.475 0.714
N -1.480 2.464 -2.096
N -1.061 1.160 1.893
N -0.831 0.609 -0.607
N 0.085 0.770 0.354
C -1.183 1.608 -1.397
H 1.359 -0.304 1.255
H -1.315 -0.285 -0.693

---

Energy comparison, zero being the most stable, in hartree: P) 0.0529; Q) 0.0000.